C55H35Cl3F15GeIrN2O7P2S | ωB97M-V/def2-TZVPD

For the LUMO energy (spin up / spin down), the calculation gives -3.214 / -4.345 eV. The spin multiplicity is 2. As for the charge: +1. The value obtained for the relative energy (zero: lowest compared OMol25 entry of this formula, charge and spin) is 0.000 eV. As for the electronic energy: -8893.6028 Ha.

Structure (XYZ):
```
122
Properties=species:S:1:pos:R:3:mulliken_spin:R:1
Ir -0.2627 0.2908 0.2161 0.51
N 0.7565 3.1024 0.7024 0.03
P 0.5355 2.2260 -0.7261 0.04
C -0.7015 3.0793 -1.7487 0.02
C -0.8377 2.7544 -3.0981 0.00
C -1.8439 3.3324 -3.8559 0.00
C -2.7131 4.2489 -3.2809 0.00
C -2.5670 4.5963 -1.9453 0.00
C -1.5681 4.0096 -1.1808 0.02
C 2.0753 2.4392 -1.6390 -0.01
C 2.9151 1.4194 -2.0608 0.00
C 4.0787 1.7287 -2.7490 0.00
C 4.4021 3.0510 -3.0143 0.00
C 3.5513 4.0708 -2.6140 0.00
C 2.3793 3.7688 -1.9406 0.00
P -0.4349 2.5462 1.8289 0.09
C -1.1148 4.1688 2.3595 0.07
C -0.1962 5.1292 2.7855 0.01
C -0.6233 6.3920 3.1596 0.00
C -1.9752 6.7063 3.1327 0.00
C -2.8969 5.7516 2.7348 0.00
C -2.4652 4.4901 2.3500 0.02
C 0.4862 2.1032 3.3348 0.04
C 1.8718 1.9957 3.3071 0.00
C 2.5660 1.6276 4.4508 -0.01
C 1.8809 1.3625 5.6254 0.01
C 0.4992 1.4987 5.6628 0.00
C -0.1966 1.8746 4.5280 0.01
H 1.0705 4.0652 0.6469 0.00
H -0.1611 2.0494 -3.5615 0.00
H -1.9439 3.0696 -4.9001 0.00
H -3.4869 4.7102 -3.8796 0.00
H -3.2128 5.3448 -1.5036 0.00
H -1.4582 4.3051 -0.1467 -0.01
H 2.6542 0.3921 -1.8577 0.00
H 4.7298 0.9311 -3.0803 0.00
H 5.3149 3.2897 -3.5427 0.00
H 3.7902 5.1009 -2.8402 0.00
H 1.7019 4.5702 -1.6684 0.00
H 0.8583 4.8858 2.8487 0.00
H 0.0988 7.1266 3.4882 0.00
H -2.3091 7.6872 3.4407 0.00
H -3.9531 5.9846 2.7365 0.00
H -3.1947 3.7368 2.0818 0.00
H 2.4056 2.2307 2.3950 0.01
H 3.6455 1.5524 4.4274 0.00
H 2.4207 1.0658 6.5137 0.00
H -0.0388 1.3176 6.5826 0.00
H -1.2716 1.9934 4.5740 0.00
C -0.4463 -5.2562 4.0586 0.00
O 0.7826 -4.5920 4.3237 0.00
C 1.1764 -3.6146 3.4955 0.00
C 2.4426 -3.0563 3.8077 0.00
C 2.9151 -2.0239 3.0585 -0.01
C 2.1598 -1.4792 1.9909 -0.02
C 2.6131 -0.3414 1.2727 0.02
C 4.0347 0.1292 1.3597 0.00
O 1.8636 0.3576 0.5397 0.02
C 0.9140 -2.0718 1.6619 0.01
O 0.2184 -1.7022 0.6286 0.14
C 0.4315 -3.1467 2.4311 0.02
H -0.5978 -5.9425 4.8863 0.00
H -0.3801 -5.8167 3.1255 0.00
H -1.2776 -4.5496 4.0156 0.00
H 2.9927 -3.4603 4.6434 0.00
H 3.8723 -1.5873 3.3069 0.00
H 4.7299 -0.6956 1.2107 0.00
H 4.2193 0.5496 2.3496 0.00
H 4.2107 0.9028 0.6153 0.00
H -0.5327 -3.5545 2.1690 0.00
N -4.3034 2.0012 0.5266 0.00
C -4.5046 0.9525 -0.5246 0.00
C -3.1778 0.2404 -0.8324 -0.02
O -3.2093 -0.7309 -1.5330 0.00
O -2.1951 0.8476 -0.2218 -0.05
H -4.6662 2.9113 0.2543 0.00
H -3.2714 2.0494 0.6627 0.01
H -4.6900 1.7214 1.4369 0.00
H -4.8829 1.4146 -1.4335 0.00
H -5.2133 0.2127 -0.1631 0.00
F -2.3919 -3.1778 -0.8080 0.00
C -1.4591 -4.0827 -0.5257 -0.01
C -0.1827 -3.9237 -1.0447 0.01
C 0.7436 -4.8927 -0.6966 0.00
F 2.0152 -4.8178 -1.1069 0.00
C 0.4134 -5.9905 0.0867 0.00
F 1.3318 -6.9003 0.3997 0.00
C -0.8839 -6.1363 0.5416 0.00
F -1.2195 -7.1927 1.2737 0.00
C -1.8295 -5.1636 0.2520 0.00
F -3.0713 -5.2820 0.7191 0.00
Ge 0.1569 -2.5175 -2.3680 -0.01
S -0.0516 -0.3225 -2.0035 -0.02
C -1.0547 -2.6959 -3.9040 0.00
C -2.0533 -3.6370 -4.0705 0.00
F -2.2402 -4.6096 -3.1704 0.00
C -2.8944 -3.6450 -5.1736 0.00
F -3.8485 -4.5637 -5.2895 0.00
C -2.7354 -2.6888 -6.1621 0.00
F -3.5332 -2.6830 -7.2204 0.00
C -1.7295 -1.7404 -6.0423 0.00
F -1.5588 -0.8226 -6.9913 0.00
C -0.9152 -1.7706 -4.9263 0.00
F 0.0678 -0.8532 -4.8640 0.00
C 1.9849 -2.7874 -3.0312 0.00
C 3.0497 -2.3184 -2.2878 0.00
F 2.8247 -1.8079 -1.0596 0.00
C 4.3632 -2.4008 -2.7089 0.00
F 5.3535 -1.9219 -1.9539 0.00
C 4.6421 -3.0047 -3.9267 0.00
F 5.8933 -3.0976 -4.3521 0.00
C 3.6046 -3.5250 -4.6851 0.00
F 3.8653 -4.1211 -5.8426 0.00
C 2.3002 -3.4138 -4.2229 0.00
F 1.3401 -3.9456 -4.9898 0.00
Cl -5.0399 -0.0409 3.4274 0.00
C -3.5023 -0.8553 3.0523 0.02
Cl -2.8558 -1.6132 4.5101 0.00
Cl -3.7938 -2.0624 1.7964 0.00
C -2.4423 0.1751 2.5238 -0.01
O -2.7414 1.3756 2.5694 0.02
O -1.4114 -0.3672 2.0738 0.05
```